{
  "formula": "C32H64O18",
  "method": "ωB97M-V/def2-TZVPD",
  "smiles": "CCOC(=O)OC.CCOC(=O)OC.CCOC(=O)OC.CCOC(=O)OC.CCOC(=O)OC.C1CCOC1.C1CCOC1.C1CCOC1",
  "relative_energy_ev": 4.605,
  "symbols": ["C", "C", "O", "C", "O", "O", "C", "H", "H", "H", "H", "H", "H", "H", "H", "C", "C", "O", "C", "O", "O", "C", "H", "H", "H", "H", "H", "H", "H", "H", "C", "C", "O", "C", "O", "O", "C", "H", "H", "H", "H", "H", "H", "H", "H", "C", "C", "O", "C", "O", "O", "C", "H", "H", "H", "H", "H", "H", "H", "H", "C", "C", "O", "C", "O", "O", "C", "H", "H", "H", "H", "H", "H", "H", "H", "C", "C", "C", "O", "C", "H", "H", "H", "H", "H", "H", "H", "H", "C", "C", "C", "O", "C", "H", "H", "H", "H", "H", "H", "H", "H", "C", "C", "C", "O", "C", "H", "H", "H", "H", "H", "H", "H", "H"],
  "coordinates": [[4.23158, 0.35355, 0.79532], [5.58079, 0.66302, 0.16113], [6.66039, -0.13498, 0.65373], [7.93373, 0.18231, 0.21894], [8.21685, 0.90643, -0.77746], [8.86677, -0.50650, 0.89334], [8.54640, -1.52957, 1.79711], [3.76240, -0.56219, 0.43560], [3.57856, 1.19460, 0.56228], [4.30300, 0.33628, 1.88284], [5.77843, 1.73468, 0.13696], [5.40128, 0.35438, -0.86874], [7.88984, -1.28513, 2.63215], [9.46795, -1.88146, 2.26081], [8.03364, -2.33579, 1.27253], [-0.18867, 5.50948, -8.13741], [-1.76211, 5.57743, -8.36167], [-2.25787, 6.84334, -8.03362], [-2.91860, 7.04487, -6.84017], [-3.03867, 6.17389, -5.94335], [-3.46472, 8.27898, -6.74899], [-3.13274, 9.35591, -7.61684], [0.25737, 4.53214, -7.95311], [0.10131, 5.97614, -7.19601], [0.34840, 5.97419, -8.96428], [-2.12521, 4.87817, -7.60850], [-2.06147, 5.32125, -9.37796], [-2.07941, 9.31124, -7.89361], [-3.23198, 10.30994, -7.09909], [-3.72219, 9.24927, -8.52750], [-1.28009, -1.47641, 1.75586], [-2.31037, -0.42479, 1.32288], [-1.79715, 0.07696, 0.10066], [-2.31218, 1.08628, -0.54241], [-3.28374, 1.79211, -0.20581], [-1.73380, 1.16332, -1.73368], [-1.65394, 2.35074, -2.51659], [-1.33060, -1.71711, 2.81775], [-0.25917, -1.12494, 1.60659], [-1.53682, -2.33102, 1.12988], [-2.28148, 0.32294, 2.11545], [-3.26988, -0.93221, 1.22295], [-0.69561, 2.32251, -3.03516], [-1.68941, 3.20052, -1.83489], [-2.39942, 2.41007, -3.30957], [4.42207, 5.16567, -3.27794], [2.98295, 4.68902, -3.48447], [2.12982, 5.53790, -2.68366], [1.77555, 6.84952, -3.04754], [2.08081, 7.47311, -4.05060], [1.10910, 7.42035, -2.05274], [0.63131, 8.75168, -2.18925], [4.73567, 5.26300, -2.23859], [4.74511, 6.12462, -3.68310], [5.08003, 4.39225, -3.67418], [2.93306, 3.62565, -3.25019], [2.84907, 4.88760, -4.54784], [1.15896, 9.39989, -2.88889], [0.56205, 9.22293, -1.20882], [-0.37063, 8.73662, -2.61820], [1.73154, -6.43772, 3.08398], [1.09306, -7.68732, 3.75441], [-0.13846, -7.32123, 4.37658], [-0.15466, -6.78167, 5.62664], [0.82662, -6.60808, 6.39150], [-1.41258, -6.62297, 5.92724], [-1.88214, -6.37015, 7.23337], [0.95674, -5.82599, 2.62184], [2.39809, -6.67124, 2.25374], [2.28484, -5.79293, 3.76677], [1.79225, -8.19449, 4.41924], [0.81299, -8.42735, 3.00472], [-2.34474, -7.30108, 7.56118], [-2.62788, -5.58110, 7.33023], [-1.18528, -6.10780, 8.02940], [-9.69937, -1.29492, 1.43346], [-9.73063, -2.30378, 2.59109], [-8.27500, -2.77874, 2.76405], [-7.57461, -2.01790, 1.79206], [-8.26808, -0.81007, 1.44923], [-10.39773, -0.46444, 1.53688], [-9.94339, -1.88077, 0.54726], [-10.37504, -3.14525, 2.33657], [-10.10166, -1.90368, 3.53468], [-8.14985, -3.84358, 2.56773], [-8.03805, -2.59239, 3.81154], [-7.95068, -0.35407, 0.51146], [-8.04941, -0.05910, 2.20838], [-2.18113, -4.95676, -4.01029], [-1.04316, -3.98916, -3.66546], [-0.20184, -4.73693, -2.59726], [-1.17568, -5.68476, -2.08009], [-2.47811, -5.74009, -2.77403], [-1.89881, -5.67310, -4.78181], [-3.05652, -4.51655, -4.48779], [-1.44896, -3.05990, -3.26557], [-0.45690, -3.75631, -4.55439], [0.18499, -4.05706, -1.83815], [0.62007, -5.24940, -3.09721], [-3.22514, -5.22804, -2.16752], [-2.72815, -6.78754, -2.94262], [3.53399, -1.63787, 7.65522], [4.95168, -1.15863, 7.74513], [5.30921, -0.73775, 6.35783], [4.53698, -1.65520, 5.55971], [3.28129, -1.73310, 6.17758], [2.84059, -0.99195, 8.19381], [3.38357, -2.65670, 8.01225], [5.59919, -2.00448, 7.97614], [5.17888, -0.45315, 8.54437], [6.37350, -0.89782, 6.18529], [5.04983, 0.20591, 5.87791], [2.92160, -2.74071, 5.96915], [2.56580, -1.00774, 5.79024]]
}


{
  "formula": "C32H65ClN8O12",
  "method": "ωB97M-V/def2-TZVPD",
  "smiles": "CCOC(=O)CCC[C@H]1C(=O)N[C@](COO)(N(C)C(C)=O)[C@H]1Cl.CNC(C)=O.CNC(C)=O.CNC(C)=O.CNC(C)=O.CNC(C)=O.CNC(C)=O",
  "symbols": ["C", "C", "O", "C", "O", "C", "C", "C", "C", "C", "O", "N", "C", "C", "O", "O", "N", "C", "C", "C", "O", "C", "Cl", "H", "H", "H", "H", "H", "H", "H", "H", "H", "H", "H", "H", "H", "H", "H", "H", "H", "H", "H", "H", "H", "H", "H", "C", "N", "C", "C", "O", "H", "H", "H", "H", "H", "H", "H", "C", "N", "C", "C", "O", "H", "H", "H", "H", "H", "H", "H", "C", "N", "C", "C", "O", "H", "H", "H", "H", "H", "H", "H", "C", "N", "C", "C", "O", "H", "H", "H", "H", "H", "H", "H", "C", "N", "C", "C", "O", "H", "H", "H", "H", "H", "H", "H", "C", "N", "C", "C", "O", "H", "H", "H", "H", "H", "H", "H"],
  "coordinates": [[-7.40140, -1.09333, -4.54531], [-6.32633, -0.58670, -3.43858], [-6.95121, 0.31856, -2.48404], [-6.24370, 0.38684, -1.26754], [-6.86607, 0.83585, -0.26682], [-4.73747, -0.07464, -1.04103], [-3.99867, 0.65183, 0.17477], [-2.40405, 0.84791, -0.06919], [-1.66474, -0.54995, -0.27381], [-1.60616, -1.22804, -1.71305], [-2.49332, -1.58759, -2.52430], [-0.23904, -1.52710, -2.12485], [0.52378, -1.81126, -0.88716], [2.10686, -1.53838, -1.22311], [2.30226, -1.30365, -2.63793], [3.22207, -0.30673, -2.85974], [0.59093, -3.19412, -0.33935], [0.69109, -4.24062, -1.38898], [-0.45440, -3.48014, 0.65636], [-1.90307, -4.08929, 0.33489], [-0.18074, -3.24579, 1.85789], [-0.07177, -0.64622, 0.07670], [0.45463, 1.10385, -0.32070], [-7.89351, -2.07829, -4.21199], [-6.78107, -1.36336, -5.47560], [-8.15288, -0.29396, -4.83456], [-5.54794, 0.02738, -4.01687], [-5.88655, -1.53085, -2.98572], [-4.15714, 0.20541, -1.99375], [-4.73281, -1.19522, -0.84627], [-4.11536, 0.03071, 1.13940], [-4.48580, 1.65801, 0.38969], [-2.28127, 1.57561, -0.94698], [-2.03321, 1.34909, 0.89845], [-2.11082, -1.22356, 0.53310], [-0.10594, -2.13394, -2.93841], [2.74046, -2.47094, -0.97534], [2.55066, -0.70673, -0.56332], [2.83218, 0.22898, -3.61255], [1.31529, -3.92344, -2.29939], [1.22290, -5.14842, -0.94767], [-0.32459, -4.57062, -1.82121], [-1.95894, -5.10850, 0.85466], [-2.12672, -4.15701, -0.78752], [-2.71923, -3.42308, 0.79223], [0.19684, -0.74097, 1.18352], [5.87814, -2.23060, 2.84937], [5.11619, -1.03159, 2.55734], [4.99403, -0.37859, 1.37189], [5.72299, -0.93161, 0.18092], [4.30541, 0.62846, 1.29445], [5.18784, -2.99125, 3.22404], [6.60793, -1.99315, 3.63019], [6.39742, -2.61247, 1.97294], [4.59694, -0.59917, 3.30808], [5.52684, -0.30335, -0.68827], [6.79923, -0.93663, 0.36787], [5.37095, -1.94226, -0.03700], [11.83784, -1.15887, 3.29333], [10.61417, -1.71491, 3.83058], [9.33942, -1.27722, 3.64920], [9.12500, -0.06270, 2.78759], [8.40808, -1.87075, 4.18236], [12.33210, -1.92851, 2.69625], [12.48667, -0.88517, 4.12840], [11.65536, -0.28304, 2.67504], [10.67744, -2.53317, 4.41980], [8.05947, 0.16338, 2.73841], [9.64059, 0.79807, 3.21874], [9.48504, -0.25300, 1.77383], [-11.45893, 4.16478, -4.75779], [-11.08159, 2.99927, -5.52827], [-10.17660, 2.03419, -5.20885], [-9.45030, 2.15163, -3.89671], [-9.97504, 1.10621, -5.98215], [-12.53221, 4.11405, -4.56073], [-11.24868, 5.05483, -5.35532], [-10.92069, 4.22687, -3.81483], [-11.52690, 2.85117, -6.42286], [-8.76660, 1.31281, -3.78550], [-8.86914, 3.07599, -3.87067], [-10.16275, 2.12772, -3.06934], [3.43611, 4.84413, -3.67832], [3.38175, 3.39893, -3.73366], [3.32946, 2.60103, -4.82966], [3.32520, 3.25577, -6.18371], [3.28741, 1.38212, -4.69540], [4.34775, 5.13346, -3.15126], [2.57104, 5.19883, -3.11395], [3.43189, 5.29481, -4.66812], [3.38120, 2.88499, -2.86211], [3.28079, 2.48802, -6.95594], [2.44972, 3.90020, -6.28630], [4.24051, 3.83450, -6.32406], [-10.73688, -0.19795, 2.67422], [-10.48302, -1.61921, 2.57344], [-9.30630, -2.24834, 2.30378], [-8.08751, -1.39674, 2.07436], [-9.26507, -3.47078, 2.25423], [-11.12646, 0.01187, 3.67318], [-11.49420, 0.06946, 1.93367], [-9.84014, 0.39353, 2.50403], [-11.25453, -2.25545, 2.71550], [-7.23057, -2.03894, 1.87166], [-8.24148, -0.74432, 1.21209], [-7.87123, -0.80312, 2.96532], [10.10638, 2.01061, 8.16402], [9.82213, 2.52121, 6.83975], [8.77438, 2.21712, 6.02548], [7.75555, 1.22774, 6.52352], [8.68341, 2.74426, 4.92457], [10.14321, 2.85403, 8.85720], [11.08463, 1.52482, 8.14266], [9.35640, 1.29855, 8.50046], [10.46188, 3.19111, 6.43670], [6.98538, 1.09003, 5.76486], [8.23004, 0.26234, 6.71303], [7.28146, 1.60234, 7.43341]]
}


Number 1: Kohn-Sham gap 9.85 eV, LUMO level 0.3373 eV. Number 2: Kohn-Sham gap 9.08 eV, LUMO level 0.5236 eV.